[1]
Computed, not measured: 3 unconnected molecules or ions with the total composition C29H55BI3N2O6S4, with ωB97M-V/def2-TZVPD.

Results
**HOMO**: -0.193 Ha
**LUMO energy**: 0.040 Ha
**Energy**: -114537.837 eV
**F_max**: 7.87 eV/Å
**Orbital gap**: 6.34 eV

Geometry as ORCA input:
```
! wB97M-V def2-TZVPD RIJCOSX def2/J DEFGRID3
* xyz -1 1
I -4.17217 3.24201 -1.72141
I -4.97057 2.67229 2.11450
I 0.12572 3.57772 1.02559
S -1.50552 0.22752 7.49777
S 4.93545 6.11269 -4.62422
S 6.59026 1.49420 -3.15318
S -0.19902 0.70163 4.77434
O 6.07819 6.22269 -3.65948
O 0.46500 -2.36214 -1.41142
O 2.53297 -3.05613 8.58781
O 5.10492 1.67532 -3.25119
O -0.86443 0.97272 -0.38700
O -1.95495 1.50458 -2.34516
N 0.69852 -1.42715 6.73819
N -0.50834 -0.37675 -2.44157
C -0.26092 -0.29044 6.40637
C -2.22531 1.29439 0.15815
C -4.30093 -4.12110 -1.60222
C -3.00638 1.39022 -1.28020
C -1.33428 -0.16814 2.33031
C 3.08589 -2.16218 7.54032
C -3.54523 -4.69870 -0.22641
C -4.75099 -1.60185 -3.61315
C 6.92509 -0.28336 -3.18805
C 0.15841 -2.32120 7.84353
C 7.05513 1.73716 -1.42174
C -2.64362 -6.04135 -0.49490
C -4.12855 -0.07275 -3.34457
C 4.47300 4.36646 -4.72337
C -3.59791 -2.73338 -3.89160
C 3.44026 6.65237 -3.76038
C -2.90877 3.37259 1.90100
C -1.81100 0.37858 3.80022
C -3.74251 -0.02382 -1.75205
C 0.37481 2.21897 -2.38499
C 2.02096 -0.89932 7.28603
C -2.43508 4.71987 2.76345
C -2.47308 -0.00807 1.14065
C 1.20817 -3.58575 8.12451
C -3.10013 -3.56240 -2.56808
C -0.33561 -0.36279 -3.94458
C -1.90488 2.65088 1.02137
C 2.25731 -0.57599 -1.93518
C 0.70326 -1.11748 -1.91015
B -0.65488 1.01261 -1.84874
H -4.38017 -4.95231 0.58569
H -2.44701 -1.04143 0.54336
H 0.43586 2.28913 -3.55141
H -1.50555 -5.72568 -0.32214
H -3.42118 5.16004 3.25106
H -5.36050 -1.49361 -4.63391
H -3.51902 0.00096 1.69044
H 5.28828 3.81806 -5.20114
H 0.82485 -4.26618 9.02511
H -0.51805 -1.42314 -4.44988
H -3.90685 -3.54884 -4.70571
H 6.31960 -0.79286 -2.43470
H 4.15034 -1.78944 7.86799
H 1.79732 -0.47793 8.37737
H 6.66694 -0.66577 -4.17857
H -4.74417 -0.14290 -1.11833
H 7.98648 -0.45916 -2.99876
H 2.54635 -0.12039 6.58628
H 1.43209 -4.21782 7.16298
H -2.62290 -2.21542 -4.34555
H -2.88520 -6.79628 0.39768
H 0.06673 -1.76576 8.89065
H 2.36987 0.29956 -2.73873
H 8.11225 1.49550 -1.28999
H -0.30752 0.33588 2.08348
H 6.88947 2.78530 -1.16165
H -3.03496 -0.96406 -1.55411
H 2.60076 -0.16082 -0.89641
H -2.83886 -6.50663 -1.55274
H 3.33747 6.11112 -2.81685
H -2.88366 -3.85141 0.26645
H 0.77851 -0.06844 -4.25242
H 3.56700 4.26211 -5.32464
H -0.09383 3.25274 -2.01971
H 2.99591 -1.44061 -2.29596
H -4.95642 0.68244 -3.68153
H -0.87452 -2.82460 7.59448
H 3.52465 7.72247 -3.55603
H 3.23628 -2.82618 6.58505
H -2.52893 -4.52719 -2.97811
H -1.03086 0.38949 -4.51683
H 4.30655 3.96592 -3.72055
H -4.90949 -4.97059 -2.14181
H -5.05277 -3.30670 -1.21943
H -2.44659 -0.39569 4.42978
H -1.96476 5.55628 2.09360
H -1.13610 -1.33867 2.45223
H -2.42092 1.37724 3.78904
H -1.74103 4.41056 3.68423
H -3.21578 0.01719 -4.07967
H -5.54545 -1.88901 -2.80044
H -2.31369 -2.99245 -1.90507
H 6.44168 1.10322 -0.77709
H 1.46536 2.10396 -1.91316
H 2.56791 6.47354 -4.39307
*
```



[2]
Computed, not measured: a single C3HNO2 molecule, with ωB97M-V/def2-TZVPD.

Results
**HOMO**: -0.379 Ha
**LUMO energy**: -0.054 Ha
**Energy relative to the best compared isomer or geometry (same formula, charge and spin)**: 50.27 kcal/mol
**Energy**: -8708.165 eV
**F_max**: 1.08 eV/Å
**Orbital gap**: 8.83 eV

Geometry as ORCA input:
```
! wB97M-V def2-TZVPD RIJCOSX def2/J DEFGRID3
* xyz 0 1
O -0.50259 -0.64329 -0.00205
O 0.85926 -1.23733 -1.74713
N -1.52881 2.48102 0.99077
C -0.98469 1.49039 0.72179
C 0.73965 -1.16969 -0.57799
C -0.01809 0.49347 0.38640
H 1.43527 -1.41458 0.22821
*
```



[3]
Computed, not measured: a molecular structure, C37H36N2P2TeTl, with ωB97M-V/def2-TZVPD.

Results
**HOMO**: -0.481 Ha
**LUMO energy**: -0.307 Ha
**Energy relative to the best compared isomer or geometry (same formula, charge and spin)**: 0.00 kcal/mol
**Energy**: -72475.984 eV
**F_max**: 0.08 eV/Å
**Orbital gap**: 4.73 eV

Geometry as ORCA input:
```
! wB97M-V def2-TZVPD RIJCOSX def2/J DEFGRID3
* xyz 3 1
Tl 7.53877 1.99288 -1.24365
Te -6.41189 -1.31848 1.34604
P 10.43424 1.64799 -1.09631
P -8.95871 -1.31251 1.48451
N 8.93000 3.93426 -2.26389
N 11.04127 3.07414 -1.80821
C -9.44467 -0.67769 -0.09769
C 12.88605 0.31472 -0.90082
C 14.01222 -0.10373 -0.21028
C 9.60595 -1.27326 -4.55162
C -10.37502 0.36168 -0.15150
C 12.01953 1.30017 1.12790
C -10.18251 -3.66906 0.79652
C -10.59084 -4.97149 1.03972
C 10.03569 6.29248 -3.20940
C -9.34493 -0.75571 -2.49690
C -6.05946 -1.69920 3.39991
C -10.30266 -5.57579 2.25528
C 8.15501 4.93937 -2.71655
C 9.97846 0.02858 -4.84779
C -8.65687 1.05788 2.82046
C -10.27634 0.27837 -2.55176
C -8.94771 1.96479 3.82117
C 10.25523 4.10661 -2.27146
C 9.78926 -0.79779 -2.20356
C -10.22757 -0.52059 3.79957
C 10.26640 0.92247 -3.82334
C 9.51163 -1.68743 -3.22771
C -9.19967 -3.58436 3.02080
C -9.87406 1.63367 4.80756
C 10.84597 5.28623 -2.74528
C -10.79005 0.83219 -1.38835
C -9.29367 -0.19046 2.81485
C -9.60992 -4.88396 3.24656
C -8.92736 -1.23789 -1.27163
C -6.17797 -3.31352 0.67133
C -10.51379 0.40255 4.79451
C -9.48669 -2.97384 1.79036
C 11.88785 1.02395 -0.23242
C 13.14895 0.88040 1.81274
C 10.18656 0.51077 -2.49606
C 14.14270 0.18016 1.14298
C 8.64927 6.12415 -3.19618
H -8.21942 -2.06023 -1.23450
H -7.96073 1.33446 2.03396
H -10.77459 0.79591 0.75584
H 10.05442 0.35029 -5.87787
H 14.78720 -0.65385 -0.72667
H -7.00303 -3.91061 1.05509
H 12.04017 3.19316 -1.89096
H -5.22590 -3.66390 1.06545
H -11.24188 0.16001 5.55620
H -8.46442 2.93197 3.83174
H -4.98992 -1.58369 3.56133
H 9.72674 -1.12957 -1.17159
H 12.77936 0.08213 -1.95353
H -9.40514 -5.35782 4.19682
H -10.60208 0.65284 -3.51292
H -11.14212 -5.51035 0.28153
H 9.22796 -2.70534 -2.99612
H -10.10189 2.34775 5.58763
H -6.15333 -3.30785 -0.41489
H 10.47283 7.21020 -3.57935
H 15.02209 -0.15084 1.67908
H -8.95253 -1.18253 -3.40955
H -11.51426 1.63325 -1.44099
H 11.23993 1.84241 1.64982
H 10.56957 1.93426 -4.06182
H 11.92255 5.39027 -2.73617
H -10.62768 -6.59100 2.44010
H -6.37878 -2.71075 3.63408
H 7.08553 4.76038 -2.69361
H -10.73934 -1.47359 3.78363
H 7.98116 6.89326 -3.55304
H -10.42290 -3.19516 -0.14582
H 9.39118 -1.96917 -5.35139
H 13.25202 1.09468 2.86775
H -8.69119 -3.03748 3.80576
H -6.61019 -0.95716 3.97455
*
```



[4]
Computed, not measured: a molecular structure, C45H36BrCuN2O5P2Se2, with ωB97M-V/def2-TZVPD.

Results
**HOMO (alpha / beta)**: -0.124 / -0.177 Ha
**⟨S²⟩**: 0.774
**LUMO energy (alpha / beta)**: 0.087 / 0.087 Ha
**Energy relative to the best compared isomer or geometry (same formula, charge and spin)**: 20.38 kcal/mol
**Energy**: -324424.350 eV
**F_max**: 0.72 eV/Å
**Orbital gap (alpha / beta)**: 5.76 / 7.20 eV

Geometry as ORCA input:
```
! wB97M-V def2-TZVPD RIJCOSX def2/J DEFGRID3
* xyz -1 2
Br 3.26906 3.28984 -0.54839
Se 1.10396 -3.00342 2.21377
Se 0.52063 -1.70044 -1.19540
Cu 0.98712 0.38100 0.02361
P -1.48004 2.35617 -1.53020
P 1.22316 -3.28596 0.10463
O -0.60841 1.26783 0.98656
O 0.44992 1.64233 -1.71863
O 2.69820 2.07045 5.74677
O 1.08917 2.05146 -3.85239
O -1.21206 0.47800 4.11527
N 2.48591 0.67462 1.35050
N 0.79007 0.93648 5.32406
C 2.04366 1.14863 2.52089
C -2.37228 -0.37380 -4.49811
C -2.99855 3.09895 -0.74903
C -1.08875 3.82429 -2.52978
C -4.90990 4.16400 0.18763
C -2.17416 0.99258 -2.52395
C -0.41482 -4.92618 -1.53346
C 5.56282 -4.32138 -1.12488
C 0.04830 5.91604 -2.84915
C -1.38196 1.97217 0.25966
C -4.11383 3.86951 -0.93782
C 4.25277 -0.42823 2.52351
C 4.20962 -0.67483 -2.80776
C 4.51858 -4.48131 -2.02954
C 2.04756 1.34412 5.01258
C 3.56534 -0.11043 1.36458
C -0.73573 6.18159 -3.96122
C -0.85146 -7.25119 -1.08371
C 3.56833 1.65092 -1.45499
C 0.36218 -4.83931 -0.38339
C -3.69840 -0.87917 -2.56398
C 1.29570 1.70397 -2.70417
C -1.02002 -6.12928 -1.88126
C -3.32144 -1.16375 -3.86971
C 3.22334 -4.15510 -1.66051
C 2.95485 -3.67652 -0.37861
C -1.79330 0.69863 -3.82896
C 4.00088 -3.51584 0.52048
C 3.00040 -0.04425 -3.03315
C -0.05803 -0.06766 4.68389
C 2.62736 0.82158 3.73218
C -0.07623 -7.16888 0.06702
C 0.52503 -5.96966 0.41655
C 2.64879 1.12222 -2.35147
C 5.10479 -0.14045 -1.89128
C -3.41918 2.90709 1.65679
C -3.13187 0.19441 -1.89652
C 4.78771 1.02802 -1.21880
C -1.71732 5.27531 -4.34432
C 3.77261 0.03919 3.73096
C -2.61935 2.65244 0.53450
C -4.56195 3.67736 1.44663
C 5.30298 -3.83291 0.14685
C -1.90493 4.10654 -3.62356
C -0.13202 4.74069 -2.13334
H 3.88269 -0.49595 0.40109
H 0.53718 -0.62541 3.96120
H -4.39452 4.23692 -1.91949
H 2.41248 -4.26360 -2.37118
H 0.05307 -8.04007 0.69774
H 5.12624 -1.06389 2.47302
H 6.05109 -0.63208 -1.69861
H -5.19906 3.91409 2.29183
H -5.79560 4.77807 0.07760
H 4.45219 -1.58770 -3.34129
H 2.28489 -0.45985 -3.73060
H -3.16372 2.52380 2.63714
H -3.41833 0.40412 -0.87276
H -4.43021 -1.49821 -2.06010
H -1.07849 0.62415 3.15299
H 6.11334 -3.70846 0.85563
H -1.62654 -6.18733 -2.77740
H 4.25763 -0.21176 4.66677
H -3.76685 -2.00141 -4.39259
H 6.57436 -4.58090 -1.41341
H -1.04403 1.30328 -4.31570
H 0.80998 6.62130 -2.53935
H -2.67490 3.40385 -3.92037
H 4.71671 -4.86092 -3.02465
H 1.11558 -5.89444 1.32202
H -1.33436 -8.18460 -1.34811
H -0.55666 -4.04184 -2.14294
H -2.34191 5.48370 -5.20434
H -2.06393 -0.59797 -5.51220
H 3.77666 -3.16133 1.52067
H 5.47850 1.46441 -0.51043
H 1.17574 1.79584 2.47820
H 0.41633 1.37523 6.15236
H 0.47702 4.53332 -1.26768
H -0.58717 7.09153 -4.52955
H -0.37633 -0.75857 5.46322
*
```



[5]
Computed, not measured: a gas-phase ion, C2H8IN3 (charge +2), with ωB97M-V/def2-TZVPD.

Results
**HOMO**: -0.675 Ha
**LUMO energy**: -0.365 Ha
**Structure (SMILES)**: C=[NH+]C[NH2+]NI
**Energy relative to the best compared isomer or geometry (same formula, charge and spin)**: 28.13 kcal/mol
**Energy**: -14752.977 eV
**F_max**: 3.33 eV/Å
**Orbital gap**: 8.41 eV

Geometry as ORCA input:
```
! wB97M-V def2-TZVPD RIJCOSX def2/J DEFGRID3
* xyz 2 1
I -0.86532 0.27152 2.81649
N 0.48675 -0.14124 1.19427
N 0.68203 0.99746 0.35125
N -0.88687 -0.28560 -0.86793
C -0.70149 -1.52443 -0.49012
C 0.19088 0.58531 -0.99120
H 0.01385 1.55967 -1.52213
H 0.90767 -0.00372 -1.45342
H 1.64270 1.33734 0.05107
H -1.55728 -2.11136 -0.31307
H 0.19011 1.79316 0.75836
H -1.71284 0.19327 -0.59383
H 1.41415 -0.43781 1.61319
H 0.19566 -2.23357 -0.55295
*
```



[6]
Computed, not measured: 4 unconnected molecules or ions with the total composition C3H15NO3S, with ωB97M-V/def2-TZVPD.

Results
**HOMO (alpha / beta)**: -0.489 / -0.488 Ha
**⟨S²⟩**: 0.753
**LUMO energy (alpha / beta)**: -0.147 / -0.326 Ha
**Energy relative to the best compared isomer or geometry (same formula, charge and spin)**: 13.52 kcal/mol
**Energy**: -21812.397 eV
**F_max**: 2.60 eV/Å
**Orbital gap (alpha / beta)**: 9.29 / 4.43 eV

Geometry as ORCA input:
```
! wB97M-V def2-TZVPD RIJCOSX def2/J DEFGRID3
* xyz 1 2
S -1.49375 2.18323 0.66526
O 0.11854 -0.29952 -3.25608
O -3.13080 -1.79307 -2.28706
O 1.54572 3.26076 3.36326
N 1.93690 -1.48947 -0.67269
C 0.37688 0.24056 0.15298
C 0.75986 -1.25049 0.17561
C -0.98575 0.44509 0.72537
H 1.50100 4.19466 3.57835
H 2.73073 -0.86390 -0.55276
H -1.31055 0.10962 1.71615
H -2.45710 2.27918 1.66169
H 2.45887 -2.34955 -0.51958
H 1.14166 0.75011 0.77852
H -1.70086 -0.03437 0.02351
H 1.51826 2.71560 4.15269
H -0.04353 -1.93804 -0.15432
H 0.21591 -1.20547 -3.58606
H 0.61304 0.57280 -0.86173
H -2.45967 -1.11118 -2.13882
H 0.86757 -0.45800 -2.65194
H 0.90432 -1.50027 1.25913
H -3.10722 -2.45831 -1.57147
*
```